No. 1
106
Properties=species:S:1:pos:R:3 method="wB97M-V/def2-TZVPD" mol_weight_da=906.2 largest_force_ev_per_a=0.3 homo_ev=-6.69 e_above_lowest_kj_mol=12.51
Cu 0.466 -0.922 -0.647
O 0.101 1.910 -1.362
C -0.536 1.766 -2.601
C -1.319 0.482 -2.777
C -2.197 0.396 -3.852
C -2.971 -0.738 -4.010
C -2.873 -1.748 -3.065
C -1.983 -1.587 -2.023
N -1.194 -0.509 -1.890
H -0.495 1.663 -0.644
H 0.246 1.825 -3.363
H -1.227 2.599 -2.785
H -2.271 1.224 -4.545
H -3.653 -0.824 -4.846
H -3.465 -2.650 -3.124
H -1.874 -2.352 -1.263
O 2.104 2.811 1.466
C 1.864 1.691 1.063
O 0.681 1.112 1.156
C 2.952 0.832 0.451
P 2.508 -0.075 -1.078
C 2.770 1.112 -2.432
C 2.639 0.619 -3.731
C 2.739 1.467 -4.822
C 2.955 2.826 -4.623
C 3.071 3.325 -3.334
C 2.982 2.471 -2.242
C 3.970 -1.165 -1.213
C 5.121 -0.837 -1.923
C 6.202 -1.708 -1.942
C 6.144 -2.908 -1.249
C 4.999 -3.240 -0.536
C 3.915 -2.377 -0.522
H 3.153 0.030 1.171
H 3.864 1.420 0.352
H 2.454 -0.440 -3.887
H 2.644 1.072 -5.825
H 3.029 3.494 -5.472
H 3.229 4.384 -3.174
H 3.047 2.880 -1.241
H 5.180 0.100 -2.462
H 7.092 -1.445 -2.498
H 6.987 -3.586 -1.267
H 4.944 -4.177 0.002
H 3.009 -2.651 0.012
C -3.153 -6.800 -2.273
C -2.290 -5.839 -1.500
C -2.587 -5.492 -0.190
C -1.792 -4.612 0.541
C -2.159 -4.309 1.967
C -0.664 -4.037 -0.062
Se 0.358 -2.728 0.922
C -0.327 -4.408 -1.372
C 0.889 -3.856 -2.065
C -1.146 -5.291 -2.067
H -4.071 -7.026 -1.731
H -2.630 -7.742 -2.450
H -3.427 -6.394 -3.248
H -3.464 -5.919 0.285
H -3.053 -4.859 2.258
H -2.329 -3.241 2.114
H -1.343 -4.582 2.639
H 1.745 -3.820 -1.391
H 0.714 -2.829 -2.407
H 1.141 -4.458 -2.938
H -0.872 -5.567 -3.081
C -2.955 -0.540 1.277
Si -2.770 1.314 1.416
C -3.991 1.943 2.701
C -3.183 2.152 -0.218
Ge -0.630 2.014 2.245
Si -0.400 4.382 1.978
C -2.055 5.136 2.485
C -0.098 4.821 0.182
C 0.878 5.150 3.111
Si -0.115 1.185 4.418
C -1.178 2.156 5.625
C 1.695 1.498 4.781
C -0.496 -0.646 4.520
H -3.822 -0.807 0.666
H -3.103 -0.960 2.275
H -2.070 -1.020 0.855
H -5.005 1.842 2.305
H -3.842 2.990 2.966
H -3.932 1.347 3.614
H -4.156 1.800 -0.571
H -2.465 1.955 -1.015
H -3.243 3.236 -0.089
H -2.881 4.827 1.841
H -1.982 6.226 2.427
H -2.317 4.883 3.515
H -0.912 4.472 -0.459
H 0.826 4.377 -0.181
H -0.041 5.909 0.083
H 0.537 5.151 4.149
H 1.032 6.190 2.811
H 1.835 4.637 3.050
H -0.991 3.230 5.555
H -0.953 1.846 6.649
H -2.242 1.986 5.451
H 1.945 2.558 4.733
H 2.337 0.971 4.072
H 1.931 1.130 5.783
H -1.525 -0.812 4.849
H 0.165 -1.139 5.237
H -0.378 -1.151 3.558

No. 2
104
Properties=species:S:1:pos:R:3 method="wB97M-V/def2-TZVPD" mol_weight_da=866.2 total_charge=+2 largest_force_ev_per_a=1.0 homo_ev=-13.42 e_above_lowest_kj_mol=16.75
Sn 0.452 0.248 -0.046
C 0.716 5.143 -1.117
C 0.141 3.726 -1.027
C 0.035 3.128 -2.426
C -1.191 3.685 -0.304
C -2.158 4.632 -0.614
C -3.338 4.711 0.105
C -3.553 3.848 1.163
C -2.631 2.857 1.499
C -2.941 2.005 2.721
C -4.384 1.485 2.718
C -2.719 2.793 4.020
C -1.467 2.767 0.717
N -0.444 1.789 1.052
C 0.020 1.759 2.298
C 0.868 0.756 2.749
C 1.544 0.550 3.955
C 2.317 -0.588 3.779
C 2.116 -1.055 2.476
N 1.233 -0.255 1.849
C 2.799 -2.255 1.865
C 2.271 -2.525 0.463
C 2.550 -3.496 2.732
C 4.307 -1.971 1.792
H 1.751 5.106 -1.459
H 0.700 5.641 -0.148
H 0.163 5.758 -1.825
H 0.855 3.143 -0.439
H -0.652 3.705 -3.047
H -0.361 2.108 -2.417
H 1.007 3.118 -2.926
H -1.967 5.351 -1.399
H -4.067 5.475 -0.127
H -4.451 3.952 1.755
H -2.267 1.141 2.730
H -5.080 2.267 3.021
H -4.499 0.674 3.438
H -4.702 1.136 1.737
H -3.320 3.703 4.008
H -1.684 3.096 4.173
H -3.026 2.204 4.885
H -0.289 2.555 2.965
H 1.478 1.173 4.832
H 2.977 -1.036 4.503
H 1.186 -2.689 0.483
H 2.716 -3.440 0.067
H 2.523 -1.710 -0.225
H 1.503 -3.799 2.710
H 2.828 -3.322 3.770
H 3.148 -4.331 2.363
H 4.511 -1.055 1.237
H 4.817 -2.797 1.295
H 4.734 -1.867 2.788
C -3.139 -3.153 1.778
C -2.268 -1.890 1.809
C -1.192 -2.052 2.878
P -1.694 -1.418 0.106
C -2.961 -0.288 -0.607
C -2.632 0.109 -2.044
C -4.408 -0.785 -0.517
C -1.507 -2.967 -0.896
C -0.525 -2.857 -2.043
C -2.823 -3.540 -1.440
H -3.471 -3.339 2.799
H -2.578 -4.031 1.458
H -4.029 -3.059 1.162
H -2.907 -1.042 2.073
H -0.496 -2.854 2.629
H -1.683 -2.327 3.811
H -0.624 -1.145 3.057
H -2.860 0.601 0.028
H -2.824 -0.709 -2.738
H -1.590 0.417 -2.182
H -3.256 0.951 -2.341
H -4.608 -1.565 -1.247
H -5.071 0.051 -0.745
H -4.679 -1.154 0.470
H -1.088 -3.674 -0.171
H -0.877 -2.155 -2.803
H -0.424 -3.833 -2.519
H 0.459 -2.562 -1.695
H -3.178 -2.954 -2.286
H -3.619 -3.611 -0.709
H -2.621 -4.548 -1.805
O 2.648 2.536 1.192
N 3.165 1.932 0.341
O 2.353 1.044 -0.351
C 2.351 -1.824 -3.277
Te 1.259 -0.027 -2.955
C 3.083 1.012 -3.286
C 4.019 -0.027 -3.850
C 5.255 0.366 -4.358
C 6.128 -0.578 -4.863
C 5.774 -1.923 -4.875
C 4.547 -2.319 -4.376
C 3.669 -1.372 -3.855
H 1.762 -2.429 -3.966
H 2.466 -2.367 -2.343
H 3.421 1.438 -2.348
H 2.855 1.810 -3.992
H 5.532 1.412 -4.356
H 7.087 -0.269 -5.255
H 6.454 -2.661 -5.277
H 4.269 -3.366 -4.388

No. 3
127
Properties=species:S:1:pos:R:3 method="wB97M-V/def2-TZVPD" mol_weight_da=971.7 total_charge=+1 largest_force_ev_per_a=6.0 homo_ev=-12.02
C 4.922 1.509 1.824
C 4.785 0.330 0.656
C 4.564 -1.175 1.249
C 3.048 -1.556 1.712
C 2.052 -0.298 2.032
C 1.387 0.382 0.657
N 1.061 -0.484 -0.384
C 0.540 0.448 -1.497
B -0.138 -0.229 -2.835
O 0.380 -1.593 -3.207
N -1.195 0.434 -3.728
C -1.315 -0.508 -4.933
C -0.604 1.742 -4.299
C -0.076 1.823 -0.854
C 1.086 1.988 0.338
C 0.611 2.731 1.722
C 0.658 4.490 1.429
C 2.203 5.074 0.896
O 0.872 4.921 -0.058
H 5.722 2.268 1.432
H 3.862 2.034 1.979
H 5.246 0.937 2.807
H 5.849 0.325 0.114
H 4.022 0.637 -0.208
H 5.313 -1.384 2.124
H 4.849 -1.929 0.368
H 2.605 -2.344 0.934
H 3.148 -2.173 2.729
H 1.112 -0.759 2.606
H 2.501 0.502 2.765
H 1.135 -1.522 -0.450
H 1.577 0.840 -1.940
H 1.392 -1.466 -3.142
H -0.298 -0.566 -5.509
H -1.785 -1.551 -4.665
H -2.081 0.026 -5.676
H -1.092 2.631 -3.674
H -0.894 1.847 -5.427
H 0.583 1.746 -4.228
H -0.005 2.730 -1.596
H -1.105 1.647 -0.319
H 2.164 2.325 -0.050
H -0.514 2.479 1.956
H 1.337 2.577 2.630
H -0.007 5.223 2.201
H 2.775 4.430 0.084
H 2.285 6.202 0.592
C 0.786 5.282 -2.921
C 0.393 6.672 -3.303
O 0.908 6.807 -4.614
C 1.027 5.548 -5.126
O 1.280 5.299 -6.293
O 0.824 4.602 -4.162
H 0.064 4.815 -2.246
H 1.780 5.239 -2.464
H -0.694 6.805 -3.334
H 0.824 7.424 -2.637
C -2.642 -4.094 -2.940
C -3.200 -4.689 -4.192
O -3.591 -5.988 -3.787
C -3.796 -5.938 -2.439
O -4.304 -6.835 -1.786
O -3.361 -4.755 -1.916
H -2.798 -3.013 -2.887
H -1.574 -4.305 -2.816
H -4.082 -4.151 -4.554
H -2.459 -4.740 -4.995
C -1.036 -8.937 -2.056
C -0.663 -8.229 -3.318
O 0.726 -8.473 -3.429
C 0.988 -9.608 -2.718
O 2.053 -10.202 -2.737
O -0.097 -9.993 -1.985
H -2.058 -9.327 -2.084
H -0.922 -8.302 -1.171
H -1.167 -8.647 -4.196
H -0.866 -7.156 -3.269
C -2.557 6.412 4.084
C -2.396 6.349 5.569
O -1.839 5.066 5.781
C -1.222 4.703 4.619
O -0.495 3.731 4.499
O -1.524 5.570 3.609
H -2.440 7.427 3.695
H -3.521 6.012 3.751
H -1.698 7.104 5.945
H -3.348 6.451 6.096
C 4.563 6.049 4.788
C 4.170 7.440 4.406
O 4.685 7.575 3.095
C 4.803 6.315 2.583
O 5.056 6.067 1.416
O 4.601 5.370 3.547
H 3.840 5.583 5.463
H 5.557 6.006 5.245
H 3.083 7.573 4.375
H 4.601 8.192 5.072
C -3.428 5.142 9.205
C -4.340 4.461 10.173
O -5.015 5.538 10.796
C -4.962 6.593 9.932
O -5.588 7.631 10.073
O -4.120 6.335 8.889
H -3.254 4.545 8.306
H -2.462 5.402 9.652
H -5.077 3.823 9.675
H -3.795 3.866 10.911
C -3.412 -6.488 -8.946
C -3.739 -5.191 -9.612
O -4.380 -4.452 -8.589
C -3.954 -4.970 -7.399
O -4.173 -4.465 -6.311
O -3.250 -6.124 -7.588
H -2.496 -6.938 -9.338
H -4.227 -7.215 -9.022
H -2.844 -4.648 -9.933
H -4.403 -5.320 -10.471
C 1.589 -9.329 1.362
C 0.676 -10.010 2.330
O 0.002 -8.933 2.953
C 0.054 -7.878 2.088
O -0.572 -6.840 2.229
O 0.896 -8.136 1.045
H 1.762 -9.926 0.462
H 2.554 -9.069 1.808
H -0.061 -10.648 1.832
H 1.222 -10.605 3.067

Frontier orbital gap in Eh, matching the order above: 0.2642, 0.2245, 0.3067